No. 1
The following is a DFT calculation (the ωB97M-V functional and the def2-TZVPD basis) of a structure of composition C4H3Br5 at a distorted geometry.

Geometry as ORCA input:
```
! wB97M-V def2-TZVPD RIJCOSX def2/J DEFGRID3
* xyz 0 1
C 0.9429 0.6172 0.2352
C 1.1914 -0.8912 -0.2003
C -0.4522 0.7710 -0.3327
C -1.1509 -0.5824 0.0968
Br 1.7835 -2.1103 1.0478
Br -0.4509 0.9907 -2.2260
Br -1.3332 2.4542 0.4987
Br -2.5287 -1.2149 -1.0033
Br -1.4475 -0.7371 1.9209
H 0.9211 0.6836 1.4101
H 1.6238 1.4012 -0.2384
H 0.9008 -1.3820 -1.2088
*
```

Properties
E_LUMO (alpha / beta): -0.0236 / -0.0399 hartree
HOMO energy (alpha / beta): -8.59 / -8.45 eV
F_max: 0.0557 Eh/bohr
Kohn-Sham gap (alpha / beta): 7.95 / 7.37 eV

No. 2
The following is a DFT calculation (the ωB97M-V functional and the def2-TZVPD basis) of a cluster of 3 separate species, C4H3Cl2NO2S in total at a distorted geometry.

Geometry as ORCA input:
```
! wB97M-V def2-TZVPD RIJCOSX def2/J DEFGRID3
* xyz 0 1
C -0.7826 -0.8677 2.2489
C 3.3779 -1.4848 -0.4725
C 1.2710 -2.4481 1.8011
C 0.1853 0.1335 0.1873
N -0.7809 -0.2578 1.2399
O -0.8297 -1.3174 3.2959
O 3.9256 -1.2062 0.5046
S 2.4168 -1.7964 -1.6493
Cl 2.6208 -2.5355 2.7948
Cl 0.4521 -3.9560 1.7553
H 1.0769 -0.6006 0.2558
H -0.1872 -0.1427 -0.7500
H 0.4937 1.0882 0.3730
*
```

Properties
E_LUMO: -0.0436 hartree
Energy above the lowest of the compared OMol25 structures with the same formula, charge and spin: 0.0 kJ/mol
HOMO energy: -9.75 eV
F_max: 0.1023 Eh/bohr
Kohn-Sham gap: 8.56 eV

No. 3
The following is a DFT calculation (the ωB97M-V functional and the def2-TZVPD basis) of the molecule C4H3Cl2O3P at a distorted geometry.

Geometry as ORCA input:
```
! wB97M-V def2-TZVPD RIJCOSX def2/J DEFGRID3
* xyz 0 1
O -1.7035 -2.4120 -1.3627
C -0.9854 -1.6884 -0.7460
O 0.2200 -1.9811 -0.2451
C 0.7879 -0.8765 0.3054
C 0.0165 0.1999 0.2552
C -1.1746 -0.1406 -0.4722
O -2.4136 0.1986 0.1513
P -3.8198 -0.3842 -0.4390
Cl -4.7450 1.5203 -0.6490
Cl -4.6884 -0.8373 1.3142
H 1.8296 -1.1239 0.7163
H 0.2610 1.1650 0.5909
H -1.0148 0.1978 -1.4488
*
```

Properties
E_LUMO: 0.0150 hartree
Energy above the lowest of the compared OMol25 structures with the same formula, charge and spin: 0.0 kJ/mol
HOMO energy: -9.87 eV
F_max: 0.0520 Eh/bohr
Kohn-Sham gap: 10.28 eV

No. 4
The following is a DFT calculation (the ωB97M-V functional and the def2-TZVPD basis) of a cluster of 2 separate species, C4H3ClF2O in total at a distorted geometry.

Geometry as ORCA input:
```
! wB97M-V def2-TZVPD RIJCOSX def2/J DEFGRID3
* xyz 0 1
C 1.7814 1.5306 0.4632
C 1.4374 0.2383 0.3091
C 0.0182 -0.0947 -0.4017
C -2.0202 -1.1827 -0.3119
O -0.1629 0.4201 -1.4565
F -2.1971 -2.2285 0.6119
F -2.9052 -0.2972 -0.0665
Cl 2.2704 -1.0466 0.9069
H 1.0723 2.4575 0.2426
H 2.6023 1.8503 0.9595
H -1.8965 -1.6471 -1.2566
*
```

Properties
E_LUMO (alpha / beta): -0.0102 / -0.0102 hartree
Energy above the lowest of the compared OMol25 structures with the same formula, charge and spin: 392.2 kJ/mol
HOMO energy (alpha / beta): -8.76 / -8.76 eV
F_max: 0.1002 Eh/bohr
Kohn-Sham gap (alpha / beta): 8.48 / 8.48 eV